Below is a 14-piece molecular cluster, C34H96O14 overall in a non-equilibrium geometry, with properties calculated with ωB97M-V/def2-TZVPD.

CARTESIAN COORDINATES (ANGSTROEM)
C  2.183  -1.491  3.322
C  3.495  -0.706  3.221
C  3.771  0.100  4.492
O  4.583  -1.535  2.849
H  2.209  -2.202  4.152
H  2.049  -2.077  2.410
H  1.379  -0.760  3.404
H  3.352  0.032  2.424
H  4.211  -0.498  5.289
H  2.840  0.581  4.794
H  4.483  0.885  4.224
H  4.674  -2.211  3.531
C  -2.547  -2.628  2.971
C  -2.413  -3.948  2.250
C  -1.354  -4.864  2.886
O  -3.673  -4.640  2.403
H  -3.144  -1.917  2.395
H  -1.599  -2.089  3.050
H  -3.026  -2.766  3.939
H  -2.208  -3.783  1.187
H  -1.802  -5.341  3.755
H  -0.384  -4.413  3.108
H  -1.107  -5.684  2.200
H  -3.624  -5.387  1.796
C  2.063  3.350  2.794
C  2.852  4.637  2.992
C  2.924  4.938  4.493
O  4.177  4.511  2.458
H  2.222  2.585  3.554
H  2.265  2.902  1.816
H  0.984  3.522  2.759
H  2.390  5.526  2.566
H  3.158  4.061  5.099
H  1.989  5.392  4.822
H  3.710  5.673  4.690
H  4.663  3.874  2.993
C  3.163  -1.284  -1.546
C  4.207  -2.114  -2.281
C  5.416  -1.275  -2.691
O  4.660  -3.197  -1.466
H  2.887  -0.377  -2.092
H  3.624  -0.938  -0.615
H  2.239  -1.827  -1.353
H  3.750  -2.565  -3.165
H  5.909  -0.833  -1.819
H  5.125  -0.433  -3.328
H  6.135  -1.874  -3.246
H  5.177  -2.821  -0.745
C  -0.257  0.773  1.210
C  -0.007  -0.082  -0.039
C  -1.152  -1.030  -0.313
O  0.070  0.783  -1.175
H  -0.622  0.192  2.061
H  -0.928  1.596  0.971
H  0.704  1.124  1.600
H  0.932  -0.638  0.093
H  -2.028  -0.576  -0.777
H  -1.480  -1.502  0.619
H  -0.860  -1.858  -0.964
H  0.455  1.633  -0.856
C  -4.316  -2.835  -1.020
C  -5.365  -3.241  -2.036
C  -5.016  -4.510  -2.793
O  -6.624  -3.459  -1.399
H  -4.636  -1.905  -0.540
H  -3.334  -2.651  -1.467
H  -4.100  -3.565  -0.237
H  -5.499  -2.438  -2.772
H  -4.135  -4.362  -3.418
H  -5.862  -4.875  -3.370
H  -4.747  -5.282  -2.065
H  -6.871  -2.655  -0.932
C  4.154  2.009  -0.177
C  4.564  3.314  -0.829
C  4.375  3.294  -2.334
O  3.620  4.307  -0.360
H  4.156  2.102  0.918
H  4.805  1.154  -0.368
H  3.117  1.716  -0.357
H  5.553  3.686  -0.564
H  4.894  2.437  -2.774
H  4.890  4.140  -2.796
H  3.331  3.310  -2.632
H  3.714  4.464  0.596
C  0.258  -4.028  -2.765
C  1.158  -4.607  -1.684
C  0.663  -4.200  -0.309
O  1.225  -6.025  -1.749
H  -0.761  -4.418  -2.671
H  0.567  -4.272  -3.785
H  0.196  -2.939  -2.698
H  2.165  -4.188  -1.801
H  -0.392  -4.372  -0.107
H  0.871  -3.142  -0.135
H  1.317  -4.741  0.380
H  1.809  -6.274  -2.471
C  0.829  2.710  -4.511
C  0.189  1.373  -4.836
C  0.583  0.861  -6.207
O  0.637  0.383  -3.907
H  0.546  3.444  -5.276
H  1.918  2.674  -4.488
H  0.479  3.140  -3.570
H  -0.901  1.450  -4.741
H  0.244  -0.165  -6.351
H  1.671  0.872  -6.280
H  0.127  1.470  -6.989
H  0.289  0.561  -3.015
C  -3.975  0.588  1.753
C  -4.999  0.932  2.826
C  -4.966  0.026  4.038
O  -4.748  2.268  3.301
H  -4.022  1.372  1.000
H  -4.232  -0.403  1.374
H  -2.974  0.532  2.182
H  -5.986  0.907  2.351
H  -3.939  -0.051  4.405
H  -5.249  -1.010  3.832
H  -5.637  0.367  4.824
H  -5.066  2.887  2.636
C  -1.668  4.104  3.499
O  -0.979  5.255  2.989
H  -1.363  3.215  2.951
H  -1.435  3.903  4.551
H  -2.739  4.287  3.410
H  -1.426  6.015  3.372
C  -2.406  -1.565  -4.061
O  -2.540  -2.090  -5.373
H  -1.943  -2.282  -3.381
H  -1.795  -0.656  -4.081
H  -3.404  -1.290  -3.722
H  -1.727  -2.514  -5.656
C  -3.619  2.825  -1.397
O  -4.967  2.470  -1.115
H  -3.585  3.606  -2.161
H  -3.118  3.168  -0.492
H  -2.993  1.994  -1.743
H  -5.293  2.032  -1.907
C  0.282  4.353  -0.174
O  1.015  3.263  -0.760
H  0.299  5.224  -0.826
H  -0.734  4.014  0.015
H  0.751  4.532  0.794
H  1.956  3.493  -0.736

Frontier orbital gap, eV: 10.0
Energy above the lowest of the compared OMol25 structures with the same formula, charge and spin, kcal/mol: 39.0
LUMO, eV: 0.35
E_tot, Ha: -2406.27864